Record 1
Density functional theory data (ωB97M-V/def2-TZVPD) for C15H31NO7Pd as an isolated structure.

Last column: natural (NBO) charge in e.
Cartesian coordinates (Å):
Pd 0.37 0.54 0.14  1.543
C 0.86 3.26 -1.34  -0.106
C 0.39 2.28 -2.38  -0.105
O 0.71 0.92 -1.99  -0.523
C 1.99 0.34 -2.37  -0.108
C 3.05 0.66 -1.34  -0.113
O 2.52 0.27 -0.04  -0.508
C 3.25 0.84 1.09  -0.112
C 2.37 0.70 2.32  -0.109
O 1.04 1.22 2.07  -0.537
C 0.75 2.63 2.31  -0.105
C 1.03 3.44 1.08  -0.106
O 0.46 2.73 -0.05  -0.562
H 0.39 4.23 -1.49  0.255
H 1.95 3.39 -1.35  0.206
H 0.83 2.49 -3.36  0.258
H -0.70 2.29 -2.48  0.228
H 2.28 0.71 -3.35  0.260
H 1.81 -0.73 -2.43  0.231
H 3.31 1.72 -1.32  0.205
H 3.96 0.08 -1.53  0.264
H 3.49 1.88 0.87  0.205
H 4.18 0.28 1.22  0.264
H 2.81 1.22 3.17  0.259
H 2.22 -0.35 2.58  0.240
H 1.34 2.97 3.16  0.258
H -0.30 2.66 2.59  0.231
H 2.10 3.58 0.90  0.207
H 0.56 4.43 1.15  0.256
C -6.64 2.05 0.33  -0.635
C -5.19 2.50 0.26  -0.058
O -4.21 1.58 0.12  -0.413
H -7.26 2.93 0.53  0.301
H -6.70 1.34 1.18  0.304
H -7.01 1.55 -0.57  0.280
H -4.84 3.30 0.92  0.281
H -5.28 3.07 -0.75  0.418
H -4.57 0.76 -0.28  0.521
O -0.55 -1.24 -0.74  -0.563
C -0.18 -2.02 0.20  0.784
O 0.47 -1.49 1.14  -0.608
C -0.59 -3.47 0.18  -0.169
N 0.16 -4.26 1.23  -0.501
C 1.19 -5.11 0.50  -0.215
C 0.48 -5.46 -0.79  -0.436
C -0.31 -4.20 -1.17  -0.409
H -1.65 -3.49 0.43  0.281
H -0.49 -4.88 1.72  0.459
H 0.58 -3.65 1.94  0.457
H 1.45 -5.96 1.14  0.274
H 2.07 -4.48 0.35  0.224
H -0.18 -6.32 -0.65  0.255
H 1.20 -5.73 -1.56  0.283
H -1.25 -4.45 -1.66  0.274
H 0.25 -3.55 -1.84  0.235

## Properties
Relative energy (zero: lowest compared OMol25 entry of this formula, charge and spin) ... 0.8703 eV
2S+1 ... 5
Expectation value of S² ... 6.01
DFT total energy ... -35312.4915 eV
LUMO level (alpha / beta) ... -0.40418 / -0.58016 Eh
Frontier orbital gap (alpha / beta) ... 11.7 / 6.7 eV
Highest occupied orbital energy (alpha / beta) ... -22.67 / -22.50 eV
Charge ... +4

Record 2
Density functional theory data (ωB97M-V/def2-TZVPD) for a single C5H5Cl molecule at a distorted geometry.

Last column: natural (NBO) charge in e.
Cartesian coordinates (Å):
C 0.26 0.91 -0.63  -0.326
C 0.02 2.31 -0.45  0.159
C -1.19 1.32 -0.48  -0.561
C 0.99 -0.09 -0.12  0.131
C 0.27 -1.45 0.51  -0.630
Cl 2.60 -0.34 0.22  0.095
H -1.69 1.24 -1.40  0.236
H -1.65 1.07 0.48  0.220
H -0.48 -0.93 1.06  0.221
H 0.94 -2.06 1.14  0.226
H -0.08 -2.00 -0.32  0.228

## Properties
Relative energy (zero: lowest compared OMol25 entry of this formula, charge and spin) ... 5.3456 eV
DFT total energy ... -17782.2144 eV
LUMO level ... -0.03762 Eh
Frontier orbital gap ... 7.8 eV
Highest occupied orbital energy ... -8.79 eV
Charge ... 0

Record 3
Density functional theory data (ωB97M-V/def2-TZVPD) for a single C2H6N2OS molecule at a distorted geometry.

Last column: natural (NBO) charge in e.
Cartesian coordinates (Å):
C 1.95 -0.32 0.00  -0.277
O 0.83 -1.24 -0.11  -0.491
C -0.45 -0.77 -0.03  0.344
S -1.65 -1.83 0.02  -0.156
N -0.63 0.58 0.03  -0.483
N -1.95 1.12 0.03  -0.649
H 1.77 0.59 -0.61  0.194
H 2.86 -0.85 -0.26  0.215
H 2.01 -0.12 1.07  0.183
H -0.01 1.11 0.60  0.390
H -2.60 0.34 0.23  0.377
H -2.14 1.40 -0.97  0.352

## Properties
Relative energy (zero: lowest compared OMol25 entry of this formula, charge and spin) ... 2.0172 eV
DFT total energy ... -18032.7880 eV
SMILES ... COC(=S)NN
LUMO level ... 0.02631 Eh
Frontier orbital gap ... 9.4 eV
Highest occupied orbital energy ... -8.70 eV
Charge ... 0

Record 4
Density functional theory data (ωB97M-V/def2-TZVPD) for a 6-piece molecular cluster, C30H68N8O8P overall at a distorted geometry.

Last column: Löwdin charge in e.
Cartesian coordinates (Å):
C 1.30 -5.31 1.44  -0.097
C 0.51 -5.16 0.06  -0.183
C -0.43 -3.90 0.26  -0.213
O -0.77 -3.38 -1.05  -0.109
C -0.55 -1.99 -1.14  -0.147
N -1.84 -1.30 -0.85  0.023
C -2.23 -0.28 -1.58  -0.168
C -1.54 0.42 -2.76  -0.086
C -0.58 1.55 -2.24  -0.111
C 0.45 1.07 -1.17  -0.247
O 1.12 2.18 -0.56  -0.199
C 2.52 1.86 -0.47  -0.088
C -3.61 0.18 -1.08  -0.267
P -4.79 -0.96 -2.07  0.780
N -6.32 -0.76 -1.68  -0.285
C -3.74 -0.34 0.40  -0.256
C -3.25 0.76 1.40  -0.097
C -4.08 2.11 1.29  -0.341
O -5.47 1.86 1.06  -0.037
C -3.45 3.15 0.29  -0.213
N -4.40 3.78 -0.63  0.016
C -2.81 -1.62 0.23  -0.072
H 2.17 -4.64 1.40  0.045
H 0.60 -4.94 2.22  0.078
H 1.55 -6.37 1.61  0.064
H -0.12 -6.06 -0.09  0.108
H 1.18 -5.04 -0.81  0.110
H 0.07 -3.18 0.93  0.118
H -1.38 -4.24 0.74  0.125
H 0.26 -1.62 -0.47  0.137
H -0.21 -1.80 -2.18  0.149
H -1.04 -0.30 -3.45  0.134
H -2.33 0.93 -3.38  0.106
H -1.22 2.32 -1.75  0.104
H 0.00 1.96 -3.10  0.138
H -0.03 0.50 -0.33  0.112
H 1.20 0.39 -1.66  0.122
H 2.97 2.03 -1.48  0.104
H 2.94 2.54 0.31  0.092
H 2.71 0.80 -0.18  0.090
H -4.00 1.18 -1.37  0.120
H -4.41 -2.34 -1.89  0.029
H -4.52 -0.66 -3.45  0.025
H -6.34 -0.05 -0.93  -0.045
H -4.71 -0.79 0.71  0.143
H -2.15 0.94 1.32  0.128
H -3.42 0.35 2.43  0.128
H -4.01 2.56 2.31  0.145
H -5.74 1.31 1.80  0.104
H -2.70 2.61 -0.33  0.077
H -2.88 3.96 0.80  0.125
H -5.05 3.12 -1.04  0.060
H -4.86 4.59 -0.24  0.084
H -2.17 -1.62 1.15  0.143
H -3.29 -2.61 0.20  0.137
C 5.19 -4.69 2.59  -0.331
O 4.14 -5.28 2.44  -0.007
N 5.79 -3.93 1.64  -0.197
C 7.05 -3.25 1.88  -0.048
C 5.16 -3.80 0.34  -0.042
H 5.75 -4.73 3.53  0.135
H 6.91 -2.18 1.75  0.089
H 7.80 -3.61 1.17  0.093
H 7.40 -3.44 2.90  0.086
H 4.17 -3.36 0.46  0.079
H 5.05 -4.79 -0.11  0.096
H 5.76 -3.17 -0.31  0.089
C -2.79 3.92 -5.21  -0.354
O -2.76 2.78 -4.77  -0.015
N -3.79 4.81 -5.00  -0.209
C -3.76 6.16 -5.55  -0.054
C -4.93 4.41 -4.19  -0.031
H -1.98 4.33 -5.83  0.139
H -3.80 6.88 -4.73  0.074
H -4.63 6.30 -6.20  0.096
H -2.85 6.32 -6.13  0.092
H -4.59 4.13 -3.20  0.060
H -5.41 3.55 -4.66  0.095
H -5.65 5.23 -4.12  0.097
C -2.55 7.69 -1.65  -0.344
O -3.33 8.08 -2.48  0.017
N -1.57 6.77 -1.88  -0.189
C -0.67 6.33 -0.84  -0.056
C -1.44 6.22 -3.21  -0.037
H -2.57 8.05 -0.61  0.133
H 0.36 6.56 -1.13  0.091
H -0.77 5.25 -0.70  0.075
H -0.89 6.84 0.10  0.085
H -1.25 7.03 -3.92  0.104
H -2.37 5.72 -3.49  0.060
H -0.62 5.50 -3.25  0.093
C 0.56 -9.44 4.61  -0.361
O -0.06 -10.44 4.87  0.017
N 1.85 -9.40 4.20  -0.204
C 2.53 -8.15 3.92  -0.069
C 2.57 -10.65 4.04  -0.043
H 0.11 -8.43 4.70  0.128
H 2.86 -8.15 2.88  0.083
H 3.40 -8.06 4.58  0.091
H 1.87 -7.30 4.08  0.077
H 2.05 -11.27 3.31  0.093
H 2.59 -11.18 5.00  0.094
H 3.59 -10.46 3.71  0.086
C 5.66 1.91 2.74  -0.363
O 6.25 1.42 1.79  0.003
N 5.47 3.23 2.95  -0.205
C 4.75 3.73 4.10  -0.059
C 6.00 4.18 1.98  -0.040
H 5.22 1.28 3.53  0.130
H 3.88 4.30 3.77  0.087
H 5.41 4.38 4.68  0.092
H 4.41 2.91 4.74  0.083
H 5.56 3.97 1.00  0.086
H 7.08 4.05 1.91  0.096
H 5.76 5.20 2.28  0.088

## Properties
DFT total energy ... -69792.9358 eV
LUMO level ... -0.13002 Eh
Frontier orbital gap ... 6.8 eV
Highest occupied orbital energy ... -10.36 eV
Charge ... +1

Record 5
Density functional theory data (ωB97M-V/def2-TZVPD) for a single C2H3NO2 molecule at a distorted geometry.

Last column: natural (NBO) charge in e.
Cartesian coordinates (Å):
N -0.85 -0.85 0.08  -0.803
C -0.43 0.40 0.11  0.572
O -1.07 1.41 0.30  -0.579
C 1.07 0.53 -0.30  0.363
O 2.04 0.45 0.37  -0.470
H -0.11 -1.50 0.13  0.396
H -1.75 -1.02 0.61  0.414
H 1.10 0.58 -1.32  0.107

## Properties
Relative energy (zero: lowest compared OMol25 entry of this formula, charge and spin) ... 0.9312 eV
DFT total energy ... -7706.9118 eV
SMILES ... NC(=O)C=O
LUMO level ... 0.02442 Eh
Frontier orbital gap ... 10.3 eV
Highest occupied orbital energy ... -9.62 eV
Charge ... 0

Record 6
Density functional theory data (ωB97M-V/def2-TZVPD) for an isolated ion of composition C5H7Cl2N5O and charge +2 at a distorted geometry.

Last column: natural (NBO) charge in e.
Cartesian coordinates (Å):
N -0.41 1.53 1.79  -0.663
C -0.14 1.72 0.35  0.206
N 0.18 2.93 -0.08  -0.437
C 0.15 2.89 -1.38  0.356
Cl 0.53 4.12 -2.52  0.165
N -0.22 1.60 -1.80  -0.489
C -0.30 0.80 -0.67  0.205
N -0.78 -0.41 -0.88  -0.354
C -0.80 -1.62 -0.67  0.311
N 0.12 -2.43 0.16  -0.034
O -0.59 -3.20 1.05  -0.466
C 1.38 -2.42 0.03  0.142
Cl 2.41 -3.57 0.76  0.205
H -1.34 1.53 2.02  0.440
H -0.06 2.34 2.38  0.491
H -0.15 0.63 2.16  0.441
H -0.30 1.40 -2.76  0.458
H -1.47 -2.36 -1.03  0.234
H -0.05 -3.63 1.76  0.534
H 1.84 -1.83 -0.67  0.253

## Properties
Relative energy (zero: lowest compared OMol25 entry of this formula, charge and spin) ... 0.7467 eV
DFT total energy ... -39820.2608 eV
SMILES ... [NH3+]c1nc(Cl)[nH]c1/N=C\[N+](O)=C\Cl
LUMO level ... -0.31410 Eh
Frontier orbital gap ... 7.5 eV
Highest occupied orbital energy ... -16.06 eV
Charge ... +2

Record 7
Density functional theory data (ωB97M-V/def2-TZVPD) for C15H23F6N3O10PS2Sn as an isolated structure at a distorted geometry.

Last column: natural (NBO) charge in e.
Cartesian coordinates (Å):
Sn -0.53 0.78 -1.79  1.558
F -4.90 -1.88 -1.05  -0.295
C -4.09 -2.59 -0.28  0.805
F -4.71 -2.90 0.84  -0.289
F -3.77 -3.71 -0.93  -0.298
S -2.57 -1.47 0.01  2.191
O -2.17 -1.25 -1.35  -0.932
O -2.01 -2.81 0.75  -0.421
N -3.35 -0.37 0.75  -1.168
S -3.01 1.18 0.80  2.271
O -1.91 1.56 -0.07  -1.023
O -4.18 1.97 0.70  -0.838
C -2.35 1.38 2.56  0.752
F -2.32 0.18 3.14  -0.305
F -1.12 1.86 2.56  -0.304
F -3.12 2.17 3.27  -0.278
C -1.51 5.57 -2.65  -0.410
N -0.45 4.84 -2.00  -0.403
C 0.50 5.48 -1.24  0.075
C 1.52 4.82 -0.67  -0.353
C 1.64 3.38 -0.83  0.630
O 2.56 2.69 -0.47  -0.610
N 0.55 2.79 -1.47  -0.803
C -0.41 3.49 -2.07  0.770
O -1.29 2.83 -2.72  -0.764
H -1.16 6.57 -2.93  0.220
H -2.38 5.67 -2.00  0.217
H -1.80 5.03 -3.55  0.244
H 0.38 6.55 -1.15  0.230
H 2.26 5.33 -0.08  0.249
C 2.54 -2.64 -1.72  -0.640
C 1.15 -3.22 -1.51  0.300
C 0.47 -3.55 -2.82  -0.627
C 1.19 -4.42 -0.58  -0.656
O 0.32 -2.14 -0.92  -0.855
P 0.15 -1.79 0.57  2.647
O -0.70 -2.97 1.29  -0.462
O -0.87 -0.67 0.64  -1.109
O 1.49 -1.65 1.27  -0.841
C 1.90 -0.61 2.26  0.315
C 3.35 -0.92 2.58  -0.632
C 1.01 -0.74 3.48  -0.660
C 1.78 0.75 1.59  -0.654
H 3.17 -3.36 -2.23  0.239
H 3.00 -2.39 -0.76  0.222
H 2.49 -1.74 -2.33  0.222
H 1.10 -4.21 -3.41  0.236
H 0.26 -2.64 -3.39  0.222
H -0.47 -4.06 -2.63  0.226
H 1.75 -5.21 -1.06  0.249
H 0.18 -4.78 -0.38  0.230
H 1.66 -4.16 0.37  0.217
H 3.45 -1.94 2.94  0.226
H 3.69 -0.24 3.35  0.237
H 3.97 -0.78 1.70  0.226
H 0.93 -1.78 3.78  0.228
H 0.01 -0.37 3.27  0.222
H 1.44 -0.17 4.30  0.244
H 2.52 0.86 0.79  0.258
H 1.96 1.54 2.32  0.246
H 0.79 0.90 1.15  0.205

## Properties
Relative energy (zero: lowest compared OMol25 entry of this formula, charge and spin) ... 0.9268 eV
DFT total energy ... -93961.9233 eV
LUMO level ... -0.12118 Eh
Frontier orbital gap ... 8.6 eV
Highest occupied orbital energy ... -11.86 eV
Charge ... +1

Record 8
Density functional theory data (ωB97M-V/def2-TZVPD) for C34H29FN5O8Pt as an isolated structure at a distorted geometry.

Last column: Löwdin charge in e.
Cartesian coordinates (Å):
Pt -0.09 0.04 0.53  1.331
O 1.56 2.52 4.17  0.161
C 1.07 1.80 3.17  -0.452
O 1.69 1.01 2.52  0.101
C -0.39 2.12 2.97  -0.134
C -1.03 3.02 3.82  0.061
C -2.36 3.31 3.61  0.030
C -3.02 2.69 2.56  0.049
C -2.33 1.80 1.77  -0.157
N -1.04 1.51 1.97  0.072
C -2.94 1.07 0.61  -0.433
O -4.23 1.11 0.40  0.218
O -2.25 0.43 -0.14  0.035
H 2.48 2.27 4.33  0.154
H -0.47 3.48 4.62  0.141
H -2.88 4.01 4.25  0.144
H -4.06 2.94 2.37  0.137
H -4.72 1.64 1.03  0.125
C 6.97 1.89 -1.44  -0.028
C 6.06 3.10 -1.50  -0.263
C 6.29 3.95 -2.74  -0.122
C 5.44 5.20 -2.67  -0.095
C 4.00 4.85 -2.46  -0.065
C 3.00 5.70 -2.85  0.101
C 1.68 5.33 -2.68  -0.200
F 0.74 6.13 -3.08  0.193
C 1.30 4.11 -2.08  0.133
C 2.26 3.25 -1.65  -0.025
C 1.89 1.97 -1.00  -0.242
O 0.70 1.74 -0.76  -0.022
C 2.98 1.05 -0.73  0.028
C 4.24 1.48 -0.94  0.077
N 4.58 2.72 -1.44  0.099
C 3.63 3.60 -1.84  -0.037
C 2.86 -0.40 -0.25  -0.522
O 3.90 -0.98 -0.02  -0.044
O 1.67 -0.90 -0.21  -0.148
H 7.99 2.25 -1.58  0.107
H 6.76 1.17 -2.24  0.109
H 6.95 1.37 -0.48  0.093
H 6.22 3.72 -0.62  0.169
H 6.05 3.36 -3.63  0.148
H 7.34 4.20 -2.78  0.141
H 5.54 5.81 -3.57  0.142
H 5.77 5.83 -1.84  0.154
H 3.23 6.65 -3.33  0.162
H 0.25 3.85 -1.97  0.154
H 5.04 0.79 -0.72  0.129
C 4.40 -2.71 1.76  0.006
C 3.36 -3.30 0.88  -0.139
C 2.35 -4.16 1.40  0.030
C 1.35 -4.64 0.61  0.028
C 1.32 -4.27 -0.77  -0.202
N 0.33 -4.62 -1.60  0.189
C -0.87 -5.40 -1.37  -0.443
O -1.15 -6.24 -2.17  0.177
N -1.68 -5.08 -0.30  0.171
C -1.68 -3.99 0.60  -0.199
C -2.38 -4.11 1.80  0.042
C -2.38 -3.05 2.69  -0.006
C -1.67 -1.91 2.38  -0.108
N -1.02 -1.79 1.22  -0.072
C -1.05 -2.80 0.34  -0.071
C 2.39 -3.49 -1.32  0.033
C 3.36 -3.01 -0.52  -0.038
H 4.25 -2.93 2.81  0.095
H 4.43 -1.63 1.60  0.083
H 5.39 -3.08 1.46  0.121
H 2.39 -4.45 2.45  0.136
H 0.61 -5.32 1.01  0.134
H 0.52 -4.57 -2.59  0.174
H -2.43 -5.74 -0.22  0.168
H -2.92 -5.02 2.03  0.142
H -2.90 -3.13 3.64  0.131
H -1.60 -1.08 3.08  0.115
H -0.52 -2.63 -0.60  0.119
H 2.38 -3.25 -2.38  0.140
H 4.14 -2.38 -0.92  0.135

## Properties
Relative energy (zero: lowest compared OMol25 entry of this formula, charge and spin) ... 1.0305 eV
2S+1 ... 5
Expectation value of S² ... 6.06
DFT total energy ... -65497.4173 eV
LUMO level (alpha / beta) ... -0.30178 / -0.41208 Eh
Frontier orbital gap (alpha / beta) ... 7.5 / 5.1 eV
Highest occupied orbital energy (alpha / beta) ... -15.68 / -16.32 eV
Charge ... +3